Molecular formula: C4H14N2O
Method: DFT, ωB97M-V with the def2-TZVPD basis set

```
21
Properties=species:S:1:pos:R:3:forces:R:3:mulliken_charge:R:1
C 2.4828 1.0689 2.0242 -2.966 -1.059 2.041 -0.81
N 0.9867 1.5403 2.2135 0.461 -0.900 -2.441 -0.37
C 0.3543 1.5186 0.8268 0.549 -0.680 -1.241 -0.97
C -0.1230 0.1169 0.1053 1.983 0.588 1.709 -0.24
N -1.3713 -0.2578 0.7936 0.727 1.394 -2.495 -0.32
C -1.8989 -1.4836 0.3871 -4.204 -3.613 3.046 -1.01
H 3.1062 1.8345 2.4225 0.542 0.484 0.307 0.28
H 2.7073 0.8896 0.9941 0.069 -0.221 -0.527 0.33
H 2.5691 0.1208 2.6335 0.386 1.005 -0.798 0.29
H 0.4842 0.8682 2.7787 0.271 -0.106 0.302 0.27
H -0.5272 2.1338 0.6209 0.052 0.302 1.066 0.37
H 1.1659 1.9958 0.2749 -0.353 -0.175 -0.624 0.42
H -0.0638 0.1435 -1.0546 -0.891 0.265 2.044 0.29
H 0.5922 -0.6735 0.4190 0.325 0.335 -0.562 0.32
H -1.2503 -0.1039 1.7766 -0.247 -0.419 0.195 0.23
H -1.7097 -2.1030 -0.4075 2.944 -0.265 -2.890 0.42
H -1.8203 -2.3977 1.1504 -0.316 2.084 -0.693 0.24
H -2.9962 -1.5292 0.0216 0.669 0.980 1.558 0.27
O -0.9698 -1.2789 -6.2817 -1.481 1.151 -1.133 -0.65
H -0.3086 -1.8595 -5.9182 -0.007 0.539 1.129 0.32
H -1.4096 -0.5438 -5.7805 1.488 -1.689 0.006 0.33
```
Positions in Å, forces in eV/Å.

Output
DFT total energy in hartree: -345.42213
Relative energy (zero: lowest compared OMol25 entry of this formula, charge and spin) in kcal per mole: 96.67
LUMO in eV: 0.596
HOMO-LUMO gap in eV: 9.26